# C18H38O

An isolated molecule of C18H38O (ωB97M-V/def2-TZVPD, OMol25).

Last column: natural (NBO) charge in e.
Geometry (Å):
1 C -6.3988 -0.2938 -1.7660  -0.60
2 C -5.3717 0.7501 -1.3445  -0.40
3 C -5.5900 1.2023 0.0977  -0.39
4 C -4.6736 2.3503 0.5249  -0.38
5 C -3.1791 2.0268 0.4913  -0.40
6 C -2.7854 0.9064 1.4513  -0.40
7 C -1.2716 0.7297 1.5766  -0.39
8 C -0.5598 0.3355 0.2804  -0.40
9 C -1.0552 -0.9616 -0.3632  -0.40
10 C -0.9387 -2.2061 0.5179  -0.39
11 C 0.4835 -2.5899 0.9337  -0.40
12 C 1.3777 -3.0484 -0.2267  -0.40
13 C 2.2926 -1.9634 -0.8000  -0.39
14 C 3.4432 -1.5974 0.1353  -0.39
15 C 4.3177 -0.4907 -0.4502  -0.39
16 C 5.4586 -0.1116 0.4921  -0.39
17 C 6.4189 0.9191 -0.0996  -0.42
18 C 5.7818 2.2957 -0.2986  -0.06
19 O 6.7280 3.2793 -0.6504  -0.71
20 H -7.4064 0.1110 -1.6973  0.20
21 H -6.2258 -0.6106 -2.7921  0.21
22 H -6.3388 -1.1691 -1.1221  0.20
23 H -4.3720 0.3263 -1.4532  0.19
24 H -5.4402 1.6157 -2.0078  0.19
25 H -5.4546 0.3518 0.7682  0.19
26 H -6.6255 1.5366 0.2045  0.20
27 H -4.8576 3.2061 -0.1302  0.20
28 H -4.9455 2.6503 1.5405  0.20
29 H -2.6282 2.9311 0.7642  0.20
30 H -2.8902 1.7636 -0.5262  0.20
31 H -3.1862 1.1372 2.4422  0.20
32 H -3.2334 -0.0335 1.1289  0.19
33 H -1.0699 -0.0242 2.3405  0.20
34 H -0.8368 1.6695 1.9282  0.20
35 H 0.5069 0.2482 0.4968  0.20
36 H -0.6712 1.1419 -0.4479  0.20
37 H -0.4985 -1.1251 -1.2883  0.20
38 H -2.1040 -0.8421 -0.6435  0.20
39 H -1.3807 -3.0481 -0.0224  0.20
40 H -1.5335 -2.0585 1.4217  0.20
41 H 0.9487 -1.7546 1.4559  0.19
42 H 0.3993 -3.4077 1.6536  0.21
43 H 0.7438 -3.4367 -1.0272  0.20
44 H 2.0094 -3.8735 0.1111  0.20
45 H 1.7151 -1.0664 -1.0236  0.19
46 H 2.7134 -2.3252 -1.7420  0.20
47 H 3.0498 -1.2645 1.0978  0.19
48 H 4.0541 -2.4843 0.3207  0.19
49 H 3.6958 0.3846 -0.6468  0.19
50 H 4.7324 -0.8262 -1.4041  0.19
51 H 6.0258 -1.0134 0.7352  0.20
52 H 5.0437 0.2780 1.4244  0.20
53 H 6.7980 0.5551 -1.0594  0.19
54 H 7.2723 1.0400 0.5721  0.21
55 H 5.3388 2.6431 0.6377  0.17
56 H 4.9911 2.2449 -1.0602  0.15
57 H 7.1822 2.9963 -1.4518  0.46

Computed properties:
Gap between HOMO and LUMO = 11.045 eV
Relative energy (zero: lowest compared OMol25 entry of this formula, charge and spin) = 3.0 kcal/mol
E = -21330.6575 eV
SMILES = CCCCCCCCCCCCCCCCCCO